Record 1
The following is a DFT calculation (the ωB97M-V functional and the def2-TZVPD basis) of one molecule with the formula C6H14O at a distorted geometry.

The LUMO energy is 0.922 eV. Its structure (SMILES) is COCC(C)(C)C. The calculation puts the relative energy (zero: lowest compared OMol25 entry of this formula, charge and spin) at 17.35 kcal per mole. As for the spin multiplicity: 1. As for the net charge: 0. For the HOMO-LUMO gap, the calculation gives 0.394 hartree.

Structure (XYZ):
```
21
Properties=species:S:1:pos:R:3:forces:R:3:lowdin_charge:R:1
H -1.361 -1.449 -1.462 0.08 -0.04 -0.09 0.084
H -0.240 2.062 -0.632 -0.07 -0.17 -0.07 0.083
H -1.317 -0.703 0.886 0.75 0.17 -0.89 0.130
C -0.284 -1.283 -1.563 -0.07 -0.10 -0.08 -0.068
C -0.605 0.455 2.785 -0.13 -0.11 0.29 -0.119
H -0.052 -1.131 -2.623 -0.04 -0.02 0.11 0.086
H -1.602 -0.012 2.596 0.32 0.61 0.62 0.090
C -0.589 1.185 -1.187 -0.07 0.02 -0.01 -0.055
H -1.668 1.088 -1.024 0.09 0.02 -0.06 0.088
C -0.237 -0.403 0.724 -0.05 -0.24 -0.15 -0.231
H -0.010 -0.276 3.359 -0.09 0.15 -0.06 0.091
H 1.853 0.346 -2.000 -0.10 -0.05 0.23 0.084
H 2.260 -0.730 -0.663 -0.18 0.10 0.06 0.083
H 0.346 -1.264 1.101 0.06 0.12 -0.15 0.135
H -0.639 1.404 3.330 -0.27 -0.32 -0.01 0.093
O -0.025 0.715 1.539 0.12 0.04 0.04 -0.187
H -0.411 1.363 -2.255 -0.05 -0.05 0.16 0.085
C 1.660 0.147 -0.936 -0.01 -0.04 0.08 -0.052
H 0.235 -2.190 -1.230 -0.08 0.09 -0.07 0.086
H 2.035 1.011 -0.376 -0.15 -0.15 0.03 0.084
C 0.147 -0.080 -0.730 -0.05 -0.04 0.00 -0.589
```
Positions in Å, forces in eV/Å.

=====

Record 2
The following is a DFT calculation (the ωB97M-V functional and the def2-TZVPD basis) of a 2-piece molecular cluster, C2H3ClFNO2 overall at a distorted geometry.

The LUMO energy is -0.697 eV. Its structure (SMILES) is C=C(F)[N+](=O)[O-].Cl. The calculation puts the relative energy (zero: lowest compared OMol25 entry of this formula, charge and spin) at 66.56 kcal per mole. As for the spin multiplicity: 1. As for the net charge: 0. For the HOMO-LUMO gap, the calculation gives 0.390 hartree.

Structure (XYZ):
```
10
Properties=species:S:1:pos:R:3:forces:R:3:lowdin_charge:R:1
Cl 2.272 2.425 -0.151 -0.25 -0.10 -0.25 0.339
O 1.490 -1.162 -0.442 -0.01 -0.12 0.62 0.112
C -1.953 -0.603 0.155 -2.67 -0.31 -1.22 0.126
N 0.549 -0.424 -0.588 -0.27 -0.18 -1.46 -0.354
O 0.502 0.442 -1.434 -0.87 0.37 0.27 0.025
H -2.570 -0.179 -0.657 1.02 0.02 0.41 0.094
C -0.665 -0.738 0.222 1.95 -1.01 2.36 -0.251
F -0.189 -1.382 1.325 -0.21 0.29 -0.65 0.056
H -2.573 -1.189 0.882 0.98 0.86 -0.40 0.109
H 3.136 2.810 0.688 0.32 0.17 0.32 -0.255
```
Positions in Å, forces in eV/Å.

=====

Record 3
The following is a DFT calculation (the ωB97M-V functional and the def2-TZVPD basis) of C33H42FeN5O4SSe2 as an isolated structure at a distorted geometry.

The LUMO energy (alpha / beta) is -4.953 / -6.910 eV. The calculation puts the relative energy (zero: lowest compared OMol25 entry of this formula, charge and spin) at 0.00 kcal per mole. As for the spin multiplicity: 6. As for the net charge: +2. For the HOMO-LUMO gap (alpha / beta), the calculation gives 0.295 / 0.223 hartree.

Structure (XYZ):
```
88
Properties=species:S:1:pos:R:3:forces:R:3:lowdin_charge:R:1
C 0.177 1.751 -4.419 -0.30 0.29 0.53 -0.010
N -0.139 -0.017 -2.271 0.43 1.36 -2.74 0.033
H -2.255 -5.634 -2.666 -0.05 -0.56 -0.16 0.120
H -2.911 -3.284 2.374 -0.25 -0.15 0.62 0.062
H 1.404 4.304 3.405 -0.62 0.64 -0.53 0.104
H -0.193 -5.568 -1.747 0.20 0.33 -0.18 0.134
C -1.435 6.020 4.161 0.97 -0.23 0.29 -0.266
N -1.519 -2.545 -1.662 1.00 0.19 0.45 0.024
C -2.890 1.389 0.619 -0.70 -1.09 -0.89 -0.296
H 2.982 1.656 -0.096 0.23 -0.21 -0.93 0.111
H 1.018 0.051 -5.505 -0.56 0.19 0.42 0.140
O -0.058 4.605 -0.569 -0.08 0.69 -2.12 -0.261
N 2.302 -2.709 -0.165 -0.48 0.89 0.41 0.073
C -0.358 1.338 -2.149 0.40 -1.45 1.45 -0.076
O 1.798 -0.306 2.202 -0.42 0.63 -0.14 0.078
H 3.148 -2.321 -3.381 -0.52 0.61 1.21 0.171
H -2.440 2.305 0.830 1.05 1.24 0.56 -0.023
C -0.167 5.435 4.294 -0.61 -0.20 -1.35 -0.011
C -0.083 -4.475 -1.669 1.06 -0.88 1.06 -0.126
C 4.900 -3.695 -0.062 0.12 0.01 1.20 -0.021
H -2.938 -3.471 0.635 0.73 0.75 0.82 0.085
N 1.137 -2.514 -2.621 -0.15 0.53 1.45 -0.207
H 0.109 2.448 -5.211 0.58 0.52 -0.96 0.115
H 5.101 -3.120 -2.059 -0.74 0.26 0.00 0.135
Se -0.602 -2.967 1.548 -0.06 -0.04 0.05 0.981
H 5.907 -4.125 -0.009 -0.45 0.19 -0.12 0.134
C 0.513 -1.863 -3.745 1.12 0.74 0.02 -0.143
H -2.644 -0.847 -1.814 -0.01 0.17 -0.13 0.095
C 2.802 -3.160 1.000 0.00 -0.43 0.09 -0.105
C -1.426 -3.864 -1.870 0.87 0.10 -0.18 -0.311
C 4.094 -3.656 1.072 -0.09 -0.07 0.30 -0.024
H -2.084 5.537 0.873 0.62 -0.22 -0.16 0.124
N 1.931 3.813 0.675 -1.01 -0.59 0.25 -0.119
C -3.675 -3.983 -2.692 1.04 0.18 -0.13 0.019
H 2.192 -3.228 1.935 0.24 0.40 -1.27 0.102
H -4.388 -4.650 -3.213 -0.20 1.04 0.67 0.133
H 0.513 -4.222 -3.706 0.63 0.18 0.62 0.147
C 0.936 -3.967 -2.700 0.11 -0.62 -0.67 -0.127
H 0.242 5.399 5.269 0.68 -0.05 0.73 0.109
Fe 0.254 -1.393 -0.696 -0.59 -0.88 0.13 0.856
H -1.875 6.463 6.324 0.35 -0.52 -0.72 0.098
C -3.770 -2.589 -2.391 -1.12 0.03 -1.09 -0.015
H -3.206 1.457 -0.431 -0.02 -0.45 0.30 0.048
C 2.839 1.463 0.939 -0.08 -0.21 1.73 -0.056
C 2.554 2.809 1.589 -1.40 0.87 -0.97 -0.171
C 0.547 0.435 -4.590 -0.36 0.16 0.23 0.014
O -0.240 2.586 0.812 0.70 0.40 0.03 -0.356
H 2.345 4.312 -0.095 0.68 -0.13 0.14 0.126
Se -1.619 -0.081 0.981 -1.24 0.20 -0.02 1.029
H -1.822 7.816 5.251 -0.56 -1.11 -0.24 0.126
H -3.909 -1.258 0.568 0.93 -0.21 1.08 0.097
H -0.444 -2.281 -3.915 -0.90 -0.70 -0.33 0.119
C 2.546 -2.050 -2.448 -0.94 -0.25 -1.85 -0.097
C -2.111 6.716 5.272 2.53 1.99 1.63 -0.041
C 4.410 -3.123 -1.208 0.60 0.04 -0.58 0.000
C -0.207 2.238 -3.170 0.29 0.23 -0.50 -0.008
H 1.891 2.792 2.456 0.28 -0.61 -0.17 0.103
H 2.430 -0.978 -2.293 0.51 0.32 -0.53 0.127
C -3.093 -1.392 1.341 0.24 0.51 -0.91 -0.457
S 0.321 3.919 0.601 -0.12 -1.51 1.07 0.606
C -2.579 -2.803 1.479 0.34 -1.09 -1.74 -0.477
H -0.163 -1.209 3.452 0.24 0.95 -0.57 0.004
H -2.978 6.477 2.726 -0.43 0.30 0.61 0.121
H -3.384 -1.126 2.332 -0.79 0.69 0.40 0.060
C 3.118 -2.603 -1.222 0.84 -1.59 0.78 -0.281
H -3.124 6.623 5.198 -2.81 0.04 -0.35 0.045
C -2.429 -4.606 -2.444 -1.54 1.33 0.13 0.008
H -1.001 -2.601 4.026 0.20 -0.07 -0.66 0.058
H 1.935 -4.438 -2.616 -0.72 -0.14 0.14 0.144
H 0.674 -2.713 3.728 0.99 -0.39 -0.13 0.019
C 1.822 0.356 1.186 0.91 -0.95 -0.63 -0.568
H -3.741 1.269 1.283 -0.09 -0.25 -0.05 0.044
C 0.467 4.851 3.199 -1.14 -0.02 -0.61 -0.012
H 3.746 1.052 1.418 -0.17 0.25 -0.43 0.142
C -0.202 -2.261 3.333 -1.84 -0.75 0.84 -0.331
H 0.338 -4.329 -0.645 -0.47 0.14 -0.69 0.065
H 3.427 3.306 1.879 1.58 0.30 0.66 0.110
O 1.187 -0.016 0.076 0.22 0.32 0.12 -0.253
H -4.680 -1.921 -2.513 1.01 -1.43 -0.13 0.142
H -0.573 1.599 -1.120 -0.08 0.49 -0.17 0.063
C -0.209 4.881 1.912 0.13 0.32 2.25 -0.276
C 0.297 -0.401 -3.515 0.35 -0.47 0.66 -0.238
H 4.415 -4.007 2.042 0.25 -0.16 -0.09 0.119
C -2.026 6.022 2.928 -0.52 0.08 -1.71 -0.038
H -0.256 3.331 -3.049 -0.49 -0.74 0.31 0.129
C -2.623 -1.908 -2.011 -1.08 -0.56 1.00 -0.156
H 1.165 -2.027 -4.610 -0.35 0.13 -0.32 0.144
C -1.470 5.482 1.767 0.88 -0.29 1.46 -0.034
```
Positions in Å, forces in eV/Å.

=====

Record 4
The following is a DFT calculation (the ωB97M-V functional and the def2-TZVPD basis) of ArH26O13 as an isolated structure at a distorted geometry.

The LUMO energy is -0.241 eV. The calculation puts the relative energy (zero: lowest compared OMol25 entry of this formula, charge and spin) at 17.48 kcal per mole. As for the spin multiplicity: 1. As for the net charge: 0. For the HOMO-LUMO gap, the calculation gives 0.390 hartree.

Structure (XYZ):
```
40
Properties=species:S:1:pos:R:3:forces:R:3:lowdin_charge:R:1
H 1.182 -0.378 3.537 0.59 0.08 -0.27 0.013
H 3.326 -0.744 -2.164 -0.10 -0.38 0.23 -0.040
O -1.926 0.763 2.215 -0.05 0.38 -0.41 -0.067
H -2.184 -2.264 2.160 0.10 -0.22 0.01 0.025
H -0.154 -1.599 -3.726 -0.11 -0.20 -0.11 0.033
O -2.952 -1.693 2.193 -0.38 -0.72 -0.08 -0.065
H -0.461 -0.117 -3.700 -0.58 0.87 0.17 -0.004
H -2.023 -2.795 -2.566 -0.09 -0.13 -0.22 0.023
H 1.662 -1.473 -2.631 -0.78 0.54 -0.38 -0.010
O -2.748 1.300 -0.918 -0.01 0.27 0.06 -0.042
O 2.951 -2.743 0.816 0.21 -0.02 0.36 -0.059
H -1.936 1.512 -2.600 -0.15 -0.12 0.48 0.001
H 0.439 -0.574 4.841 -0.03 -0.05 0.24 0.051
H -1.418 2.461 -0.181 -0.36 -0.52 -0.04 -0.021
H -2.595 -0.807 2.139 -0.01 0.53 0.00 -0.051
H -2.650 0.642 -3.613 -0.27 -0.05 0.03 0.052
O -1.849 1.151 -3.482 0.50 -0.07 -0.87 -0.045
H -2.790 0.480 -0.425 0.16 -0.55 0.25 0.061
O 3.326 0.571 3.204 -0.28 -0.27 0.23 -0.042
O -0.865 3.227 -0.028 0.19 0.37 -0.06 -0.057
H -0.801 3.651 -0.883 0.15 0.22 -0.14 0.059
H 3.599 0.562 2.286 0.13 -0.11 -0.32 0.041
O 0.309 -0.324 3.927 -0.54 0.15 -0.09 -0.041
O 2.161 -2.041 -2.044 0.12 -0.63 0.35 -0.072
H 0.042 3.324 1.501 -0.23 0.05 -0.61 -0.033
H 3.082 1.480 3.373 -0.04 0.34 0.07 0.037
H -3.607 1.702 -0.790 -0.31 0.21 0.04 0.083
O 0.266 -0.739 -3.687 0.76 -0.64 -0.05 -0.050
O -2.095 -2.617 -1.628 -0.21 0.16 0.03 -0.044
H -1.402 0.540 2.985 0.63 -0.25 0.48 0.018
H 0.335 2.494 2.733 0.06 -0.25 0.13 -0.001
H -1.194 -2.644 -1.309 0.30 0.02 0.19 0.018
H 2.696 -2.124 0.132 -0.06 0.17 -0.40 -0.026
H -2.222 1.659 2.378 -0.14 0.33 0.01 0.066
H 2.569 -2.685 -2.623 0.18 -0.37 -0.08 0.074
O 3.735 0.115 -2.055 0.57 0.70 0.08 -0.067
H 2.265 -3.411 0.802 -0.14 -0.15 0.00 0.027
O 0.270 3.399 2.427 0.26 0.12 0.80 -0.064
Ar 0.478 0.029 -0.035 0.01 -0.02 0.00 0.195
H 3.180 0.711 -2.558 -0.06 0.23 -0.12 0.025
```
Positions in Å, forces in eV/Å.